ORCA calculation (wB97M-V/def2-TZVPD) on a cluster of 5 separate species, C41H45F9IN2O in total at a distorted geometry.

Calculated values
- Lowest unoccupied orbital energy: -4.64 eV
- Frontier orbital gap: 6.2907 eV
- Calculated total energy: -80824.0878 eV
- HOMO energy: -10.929 eV
- Charge: +1

Last column: Mulliken charge in e.
CARTESIAN COORDINATES (ANGSTROEM)
C  -1.86  -0.64  2.71  -1.11
C  -2.60  -1.58  1.69  -0.82
C  -3.53  -0.82  0.69  -0.60
I  -4.84  -2.28  -0.27  0.16
C  -2.72  -0.15  -0.44  0.50
C  -3.36  0.46  -1.61  -0.70
C  -2.41  1.06  -2.51  0.02
C  -3.02  1.78  -3.76  -0.75
C  -3.73  3.10  -3.20  -0.46
C  -5.28  2.93  -3.03  -0.29
F  -5.82  4.19  -2.75  -0.33
N  -1.09  1.10  -2.47  -0.77
N  -0.54  0.54  -1.41  0.83
C  0.94  0.56  -1.26  0.24
C  1.60  0.07  -2.59  -0.95
O  1.66  1.06  -3.60  -0.27
C  2.87  1.81  -3.54  -0.65
C  2.54  3.18  -4.22  0.86
F  1.92  2.99  -5.41  -0.29
F  3.77  3.74  -4.51  -0.31
C  1.77  4.18  -3.28  0.11
F  2.72  4.97  -2.68  -0.28
F  1.10  3.56  -2.25  -0.24
C  0.68  5.05  -4.02  0.77
F  1.22  5.73  -5.04  -0.29
F  -0.35  4.23  -4.41  -0.19
C  0.05  6.02  -2.92  0.18
F  -0.20  7.25  -3.48  -0.29
F  -1.18  5.52  -2.54  -0.21
C  -1.30  -0.02  -0.47  0.32
H  -0.78  -0.52  2.46  0.29
H  -1.87  -1.06  3.74  0.31
H  -2.35  0.36  2.74  0.34
H  -1.87  -2.19  1.10  0.54
H  -3.24  -2.27  2.28  0.55
H  -4.17  -0.07  1.19  0.50
H  -4.46  0.46  -1.75  0.47
H  -2.24  2.12  -4.47  0.20
H  -3.75  1.12  -4.27  0.54
H  -3.34  3.27  -2.16  0.29
H  -3.46  4.01  -3.78  0.40
H  -5.71  2.52  -3.97  0.32
H  -5.49  2.30  -2.14  0.13
H  1.31  1.54  -0.88  0.13
H  1.15  -0.19  -0.45  -0.11
H  0.96  -0.76  -2.98  0.41
H  2.59  -0.37  -2.33  0.46
H  3.70  1.34  -4.12  0.44
H  3.25  1.93  -2.50  0.39
H  0.67  6.12  -2.01  0.23
H  -0.75  -0.43  0.40  -0.03
C  2.12  -2.53  3.94  -0.39
C  1.33  -3.14  2.97  -0.25
C  1.61  -2.96  1.63  -0.59
C  2.69  -2.18  1.24  -0.37
C  3.49  -1.57  2.20  -0.55
C  3.20  -1.75  3.55  -0.56
H  1.90  -2.67  4.99  0.50
H  0.49  -3.76  3.28  0.40
H  0.98  -3.43  0.87  0.45
H  2.91  -2.04  0.19  0.59
H  4.33  -0.96  1.90  0.40
H  3.82  -1.27  4.30  0.40
C  -4.94  -0.68  5.08  -0.36
C  -5.71  -0.78  3.92  -0.36
C  -6.59  0.24  3.58  -0.48
C  -6.70  1.37  4.39  -0.41
C  -5.93  1.47  5.54  -0.39
C  -5.06  0.44  5.89  -0.52
H  -4.26  -1.47  5.35  0.47
H  -5.62  -1.65  3.28  0.48
H  -7.19  0.16  2.68  0.43
H  -7.38  2.16  4.12  0.38
H  -6.02  2.34  6.17  0.38
H  -4.47  0.52  6.79  0.38
C  0.09  -6.96  8.11  -0.39
C  1.46  -7.17  7.95  -0.35
C  2.16  -6.45  6.99  -0.59
C  1.50  -5.51  6.21  -0.02
C  0.14  -5.30  6.38  -0.12
C  -0.57  -6.03  7.33  -0.51
H  -0.46  -7.53  8.86  0.36
H  1.97  -7.90  8.56  0.36
H  3.22  -6.62  6.86  0.37
H  2.05  -4.95  5.47  0.21
H  -0.38  -4.56  5.77  0.32
H  -1.63  -5.86  7.46  0.35
C  5.85  1.80  -6.50  -0.33
C  7.02  2.08  -5.81  -0.45
C  8.03  1.12  -5.75  -0.38
C  7.86  -0.11  -6.38  -0.39
C  6.69  -0.38  -7.08  -0.36
C  5.68  0.58  -7.13  -0.46
H  5.06  2.55  -6.55  0.49
H  7.15  3.03  -5.32  0.39
H  8.94  1.33  -5.20  0.37
H  8.65  -0.85  -6.34  0.36
H  6.56  -1.33  -7.57  0.37
H  4.76  0.36  -7.67  0.38

***

ORCA calculation (wB97M-V/def2-TZVPD) on the molecule CH2F6O2SSi2 at a distorted geometry.

Calculated values
- Lowest unoccupied orbital energy: -0.66 eV
- Energy relative to the best compared isomer or geometry (same formula, charge and spin): 153.52 kJ/mol
- Frontier orbital gap: 9.8581 eV
- Calculated total energy: -48062.2977 eV
- HOMO energy: -10.518 eV

Last column: Mulliken charge in e.
CARTESIAN COORDINATES (ANGSTROEM)
C  1.56  0.19  0.53  0.83
O  -0.69  0.60  -0.54  -0.05
O  -0.16  -1.61  0.09  0.12
F  2.84  0.21  0.23  -0.23
F  1.38  -0.54  1.64  -0.26
F  1.20  1.37  0.81  -0.21
F  -2.99  1.34  -1.68  -0.28
F  -0.51  -3.17  1.82  -0.28
F  1.89  -1.57  -1.16  -0.48
Si  -1.77  1.78  -0.72  0.27
Si  0.18  -3.24  0.35  0.13
S  0.47  -0.59  -0.82  0.65
H  -2.23  2.20  0.58  -0.11
H  -1.16  3.04  -1.12  -0.11

***

ORCA calculation (wB97M-V/def2-TZVPD) on the molecule HNO2S2 at a distorted geometry.

Calculated values
- Lowest unoccupied orbital energy (spin up / spin down): -1.43 / -1.43 eV
- Energy relative to the best compared isomer or geometry (same formula, charge and spin): 137.57 kJ/mol
- Frontier orbital gap (spin up / spin down): 7.9178 / 7.9184 eV
- SMILES: O=[N+]([O-])SS
- Calculated total energy: -27267.8898 eV
- HOMO energy (spin up / spin down): -9.343 / -9.344 eV

Last column: Mulliken charge in e.
CARTESIAN COORDINATES (ANGSTROEM)
O  0.09  2.23  -0.59  -0.47
N  -0.17  1.08  -0.33  0.77
O  -1.14  0.64  0.21  -0.46
S  1.38  -0.30  -0.29  0.07
S  0.45  -2.04  0.13  -0.12
H  -0.62  -1.61  0.87  0.21

***

Q: Look up the calculated total energy of the third one.
A: -27267.8898 eV